Entry 1:
Formula: C2H3BrN2S
Source: the OMol25 dataset
Level of theory: the ωB97M-V functional and the def2-TZVPD basis

Its electronic energy is -3159.69908 Ha. As for the energy above the lowest of the compared OMol25 structures with the same formula, charge and spin: 4.6 kcal/mol. As for the orbital gap: 10.58 eV. Its multiplicity is 1.

Structure (XYZ):
```
9
C2H3BrN2S | the OMol25 dataset | the ωB97M-V functional and the def2-TZVPD basis
C -1.87 -0.47 0.08
C -0.17 0.78 -0.04
N -1.50 0.77 0.01
N 0.47 -0.29 -0.18
S -0.49 -1.56 0.08
Br 3.71 -0.04 -0.08
H -2.93 -0.77 0.24
H 0.41 1.61 0.16
H 2.37 -0.03 -0.28
```

***

Entry 2:
Formula: C26H55BN5O6
Source: the OMol25 dataset
Level of theory: the ωB97M-V functional and the def2-TZVPD basis

Its electronic energy is -1773.41938 Ha. The charge is +1. As for the orbital gap: 7.27 eV. Its multiplicity is 1.

Structure (XYZ):
```
93
C26H55BN5O6 | the OMol25 dataset | the ωB97M-V functional and the def2-TZVPD basis
C 6.57 0.45 1.51
C 4.99 0.57 1.27
C 4.21 -0.05 2.51
C 2.69 0.46 2.65
C 1.83 0.35 1.31
C 0.42 -0.40 1.43
O -0.53 0.59 0.96
C -0.94 1.50 2.00
C -2.42 1.22 2.56
C -3.47 0.83 1.43
C -2.88 2.49 3.45
C -4.42 2.32 3.90
C -1.93 2.56 4.76
N 0.00 -0.99 2.72
C 0.20 -2.45 2.81
O 0.59 -3.10 3.78
C -0.20 -2.90 1.32
C -1.79 -2.73 1.33
C -2.59 -3.73 0.40
O -4.01 -3.52 0.69
C 0.46 -4.22 0.71
B 0.25 -5.56 1.59
O -0.90 -5.83 2.42
O 1.31 -6.55 1.54
C 0.62 -1.73 0.55
C 0.52 -1.64 -1.03
C -0.89 -1.15 -1.58
C -0.69 0.02 -2.65
C 0.04 1.33 -2.07
N -0.93 2.39 -1.72
C -0.30 3.60 -1.18
N -1.04 4.68 -1.12
N 1.07 3.69 -0.67
H 6.92 -0.53 1.04
H 7.06 1.31 0.94
H 6.76 0.46 2.62
H 4.74 -0.09 0.37
H 4.63 1.61 1.01
H 4.73 0.32 3.46
H 4.19 -1.18 2.54
H 2.76 1.57 2.93
H 2.25 -0.07 3.55
H 2.48 -0.08 0.46
H 1.61 1.42 0.98
H -0.95 2.54 1.52
H -0.18 1.60 2.86
H -2.31 0.35 3.30
H -4.28 1.61 1.26
H -3.00 0.63 0.41
H -3.93 -0.17 1.75
H -2.81 3.45 2.85
H -5.13 2.45 3.02
H -4.73 3.08 4.69
H -4.61 1.27 4.30
H -1.20 1.69 4.77
H -2.57 2.55 5.71
H -1.33 3.53 4.69
H 0.17 -0.46 3.58
H -2.13 -2.91 2.41
H -2.08 -1.66 1.09
H -2.48 -3.55 -0.71
H -2.41 -4.83 0.62
H -4.25 -2.60 0.49
H 1.56 -4.14 0.48
H -0.06 -4.40 -0.30
H -0.69 -5.39 3.28
H 1.86 -6.49 2.35
H 1.69 -2.03 0.78
H 1.37 -0.94 -1.36
H 0.77 -2.65 -1.50
H -1.38 -2.01 -2.15
H -1.64 -0.84 -0.79
H -1.64 0.34 -3.17
H 0.00 -0.41 -3.47
H 0.74 1.13 -1.21
H 0.70 1.73 -2.93
H -1.63 2.00 -1.07
H -0.46 5.45 -0.72
H 1.76 3.26 -1.29
H 1.16 3.38 0.30
C 1.83 1.79 -7.84
C 0.89 1.37 -6.76
O 1.19 0.91 -5.70
N -0.54 1.61 -6.91
C -1.33 0.35 -7.01
H 2.82 1.39 -7.63
H 1.49 1.41 -8.81
H 1.89 2.88 -7.87
H -0.73 2.25 -7.68
H -0.80 2.03 -6.00
H -1.01 -0.19 -7.90
H -2.38 0.63 -7.10
H -1.18 -0.24 -6.11
```

***

Entry 3:
Formula: C17H42ClF2InN3
Source: the OMol25 dataset
Level of theory: the ωB97M-V functional and the def2-TZVPD basis

Its electronic energy is -1687.31517 Ha. The charge is -1. As for the orbital gap: 7.35 eV. Its multiplicity is 1.

Structure (XYZ):
```
66
C17H42ClF2InN3 | the OMol25 dataset | the ωB97M-V functional and the def2-TZVPD basis
N 1.95 -4.24 -0.95
C 0.91 -4.67 -1.89
C -0.49 -4.60 -1.25
In -1.86 -3.12 -2.16
F -1.06 -1.25 -1.90
Cl -2.08 -3.57 -4.57
C -3.85 -3.29 -1.17
C -4.25 -4.77 -1.08
C -5.33 -5.17 -2.04
F -4.83 -5.37 -3.30
H 1.97 -3.23 -0.89
H 2.86 -4.58 -1.23
H 0.94 -4.09 -2.81
H 1.11 -5.69 -2.17
H -0.92 -5.59 -1.25
H -0.37 -4.31 -0.22
H -4.63 -2.72 -1.65
H -3.71 -2.92 -0.16
H -4.55 -5.03 -0.07
H -3.41 -5.42 -1.32
H -6.10 -4.41 -2.07
H -5.78 -6.10 -1.69
C -4.32 1.37 -0.19
C -3.59 2.56 0.41
N -2.61 2.18 1.40
C -2.12 3.29 2.19
C -1.32 4.39 1.48
C -1.61 1.22 0.95
C -0.76 1.59 -0.26
H -4.76 0.75 0.59
H -5.13 1.72 -0.84
H -3.67 0.75 -0.80
H -4.33 3.21 0.90
H -3.16 3.16 -0.41
H -1.51 2.89 3.01
H -2.98 3.76 2.68
H -0.32 4.06 1.21
H -1.20 5.25 2.15
H -1.83 4.75 0.58
H -2.13 0.28 0.73
H -0.96 0.98 1.79
H -1.36 1.99 -1.09
H -0.26 0.69 -0.64
H 0.02 2.31 -0.01
C 2.36 1.77 2.51
C 3.76 1.36 2.09
N 3.89 1.20 0.65
C 5.10 0.53 0.25
C 6.44 1.22 0.53
C 3.49 2.35 -0.15
C 4.20 3.69 0.12
H 1.61 1.09 2.11
H 2.28 1.75 3.60
H 2.11 2.79 2.19
H 3.99 0.40 2.55
H 4.48 2.09 2.50
H 5.04 0.31 -0.82
H 5.11 -0.45 0.74
H 6.62 2.06 -0.13
H 7.26 0.51 0.37
H 6.51 1.57 1.56
H 2.42 2.50 -0.01
H 3.60 2.08 -1.20
H 4.26 3.92 1.18
H 3.63 4.50 -0.36
H 5.20 3.71 -0.30
```

***

Entry 4:
Formula: C4H12S2
Source: the OMol25 dataset
Level of theory: the ωB97M-V functional and the def2-TZVPD basis

Its electronic energy is -955.94367 Ha. As for the SMILES: CSC.CSC. As for the energy above the lowest of the compared OMol25 structures with the same formula, charge and spin: 13.0 kcal/mol. As for the orbital gap: 9.54 eV. Its multiplicity is 1.

Structure (XYZ):
```
18
C4H12S2 | the OMol25 dataset | the ωB97M-V functional and the def2-TZVPD basis
C 0.23 6.07 -4.25
S 0.34 4.58 -3.31
C -1.36 4.14 -2.96
H -0.39 6.87 -3.80
H -0.25 5.75 -5.19
H 1.22 6.49 -4.49
H -1.32 3.22 -2.36
H -1.90 3.93 -3.90
H -1.92 4.90 -2.39
C 0.95 -5.29 4.90
S -0.10 -6.10 3.72
C 0.18 -4.95 2.37
H 0.88 -5.86 5.84
H 0.75 -4.23 5.11
H 1.98 -5.39 4.51
H 0.11 -3.89 2.68
H -0.57 -5.13 1.58
H 1.18 -5.13 1.95
```

***

Asked for HOMO energy across the records above, the calculation gives -0.3828; -0.4168; -0.1764; -0.3092 hartree in order.
Asked for LUMO across the records above, the calculation gives 0.164; -4.068; 2.546; 1.124 eV in order.